Record 1
{
  "formula": "C16H16FNOS",
  "method": "ωB97M-V/def2-TZVPD",
  "symbols": ["O", "C", "C", "S", "C", "C", "C", "C", "C", "C", "F", "C", "N", "C", "C", "C", "C", "C", "C", "C", "H", "H", "H", "H", "H", "H", "H", "H", "H", "H", "H", "H", "H", "H", "H", "H"],
  "xyz": [[0.90660, 1.78202, 0.26231], [0.73159, 0.76072, 0.89141], [1.54354, 0.44071, 2.13961], [2.09221, -1.28869, 2.23461], [3.46179, -1.25283, 1.01795], [2.99247, -0.85119, -0.34117], [2.10956, -1.66400, -1.04502], [1.64687, -1.28618, -2.29118], [2.06000, -0.09335, -2.86003], [2.94273, 0.70152, -2.15378], [3.37095, 1.85220, -2.70479], [3.41318, 0.34529, -0.90378], [-0.18740, -0.17018, 0.58365], [-1.12390, -0.02055, -0.51048], [-2.51065, 0.26080, 0.00842], [-3.51522, -0.69317, -0.06664], [-4.77355, -0.42669, 0.44616], [-5.03425, 0.79322, 1.04533], [-4.03415, 1.74840, 1.12827], [-2.77894, 1.48359, 0.61244], [0.92199, 0.60097, 3.02220], [2.41278, 1.09579, 2.19202], [3.84849, -2.27210, 1.02442], [4.22138, -0.57251, 1.40299], [1.78198, -2.59260, -0.60042], [0.96185, -1.92454, -2.82859], [1.71017, 0.22270, -3.82964], [4.09346, 1.00335, -0.38590], [-0.28060, -0.97860, 1.18080], [-0.76061, 0.81945, -1.10910], [-1.11331, -0.92965, -1.11862], [-3.31492, -1.64739, -0.53360], [-5.55056, -1.17403, 0.37942], [-6.01538, 1.00043, 1.44620], [-4.23465, 2.70216, 1.59353], [-1.99547, 2.22496, 0.67100]],
  "nbo_charge": [-0.631, 0.674, -0.632, 0.191, -0.533, -0.023, -0.229, -0.192, -0.288, 0.421, -0.321, -0.274, -0.617, -0.268, 0.055, -0.246, -0.205, -0.220, -0.191, -0.240, 0.252, 0.242, 0.240, 0.224, 0.216, 0.216, 0.231, 0.229, 0.405, 0.246, 0.199, 0.207, 0.212, 0.213, 0.212, 0.224],
  "smiles": "O=C(CSCc1cccc(F)c1)NCc1ccccc1",
  "multiplicity": 1,
  "homo_lumo_gap_ev": 9.3,
  "mol_weight_g_mol": 289.4,
  "e_lumo_ev": 0.538
}

---

Record 2
{
  "formula": "C21H45LaN2P3S2",
  "method": "ωB97M-V/def2-TZVPD",
  "symbols": ["La", "P", "P", "P", "H", "C", "C", "H", "C", "C", "C", "C", "C", "C", "C", "C", "C", "H", "H", "H", "H", "H", "H", "H", "H", "H", "H", "H", "H", "H", "H", "H", "H", "H", "H", "H", "H", "H", "H", "H", "H", "H", "H", "H", "H", "H", "C", "C", "C", "C", "C", "C", "S", "H", "H", "H", "H", "H", "H", "S", "C", "N", "C", "C", "C", "N", "H", "H", "H", "H", "H", "H", "H", "H"],
  "xyz": [[0.01242, -0.44460, 0.37717], [2.19511, 1.19014, 1.57058], [-1.77195, 1.90195, 0.76516], [0.87364, 1.05073, -1.88751], [-0.70420, -3.13942, -0.46306], [0.18721, -2.79270, -1.01368], [1.42229, -2.69147, -0.41496], [1.59058, -2.97206, 0.64483], [2.63978, 0.76734, 3.28888], [2.22627, 3.01845, 1.70607], [3.82866, 0.92002, 0.75988], [-3.37922, 1.38929, 0.02629], [-2.29703, 2.33388, 2.46687], [-1.60313, 3.58387, 0.03777], [2.06346, -0.01873, -2.76756], [1.54373, 2.72505, -1.99184], [-0.67413, 1.08289, -2.86813], [0.01862, -2.64281, -2.08803], [2.34916, -2.43480, -0.95424], [2.79502, -0.31301, 3.38731], [1.83231, 1.06480, 3.96674], [3.56026, 1.29404, 3.57008], [1.39924, 3.34376, 2.34732], [2.11905, 3.48135, 0.71924], [3.17521, 3.33930, 2.15224], [4.04465, -0.15791, 0.75471], [4.60664, 1.45081, 1.32932], [3.80726, 1.29433, -0.27379], [-4.13674, 2.17309, 0.14159], [-3.73503, 0.47586, 0.52212], [-3.24390, 1.18661, -1.04342], [-3.20735, 2.94538, 2.47629], [-1.49747, 2.90228, 2.95775], [-2.48188, 1.42090, 3.05044], [-2.47290, 4.21750, 0.26668], [-1.50902, 3.52872, -1.05641], [-0.71392, 4.07757, 0.45655], [2.19512, 0.31373, -3.80322], [1.72521, -1.06620, -2.78140], [3.02863, 0.01281, -2.23855], [1.64559, 3.03919, -3.03900], [2.52541, 2.74323, -1.50019], [0.87454, 3.41753, -1.46105], [-0.46727, 1.40001, -3.89953], [-1.40881, 1.76413, -2.41212], [-1.13753, 0.08136, -2.88945], [-0.35580, -2.73500, -6.04018], [-1.45353, -2.82349, -6.92024], [-1.71250, -4.01182, -7.60728], [-0.83958, -5.10522, -7.50322], [0.35020, -4.95437, -6.77243], [0.61162, -3.76197, -6.09888], [-0.06880, -1.44975, -4.92468], [-1.26017, -0.86060, -4.61236], [-2.08933, -1.95151, -7.04289], [-2.60162, -4.10866, -8.23517], [-1.06277, -6.05557, -7.99144], [1.07855, -5.77509, -6.72438], [1.56455, -3.61663, -5.57961], [-0.45519, -1.56903, 2.82960], [-0.78322, -0.90757, 4.40272], [-2.02442, -0.46694, 4.72038], [-2.40285, -0.03915, 6.07481], [-1.18478, 0.52296, 6.78739], [-0.02251, -0.44682, 6.72838], [0.19066, -0.87358, 5.33924], [-2.74517, -0.69499, 4.03331], [-2.83342, -0.87895, 6.64043], [-3.17942, 0.71944, 5.95960], [-1.44184, 0.72146, 7.83372], [-0.89288, 1.47803, 6.31628], [-0.19057, -1.31306, 7.37553], [0.90421, 0.03607, 7.05602], [1.05693, -1.33633, 5.06062]],
  "mulliken_charge": [1.339, 0.409, 0.523, 0.888, 0.496, -0.726, -0.625, 0.505, -1.196, -1.279, -1.211, -1.306, -0.984, -1.287, -1.120, -1.152, -1.033, 0.345, 0.344, 0.346, 0.349, 0.479, 0.352, 0.298, 0.502, 0.382, 0.461, 0.303, 0.427, 0.425, 0.344, 0.479, 0.377, 0.091, 0.498, 0.407, 0.305, 0.505, 0.091, 0.314, 0.524, 0.368, 0.201, 0.655, 0.103, -0.012, 0.561, -0.343, -0.533, -0.422, -0.513, -0.471, -0.188, 0.161, 0.375, 0.361, 0.397, 0.351, 0.312, -0.440, 0.182, -0.082, -0.606, -0.569, -0.608, -0.074, 0.331, 0.331, 0.380, 0.365, 0.251, 0.347, 0.376, 0.260],
  "total_charge": 3,
  "multiplicity": 1,
  "homo_lumo_gap_ev": 4.2,
  "mol_weight_g_mol": 621.6,
  "e_lumo_ev": -9.984
}

---

Record 3
{
  "formula": "C4H13NO3",
  "method": "ωB97M-V/def2-TZVPD",
  "symbols": ["C", "C", "C", "O", "N", "C", "O", "H", "H", "H", "H", "H", "H", "H", "H", "H", "H", "H", "O", "H", "H"],
  "xyz": [[0.78069, 2.22683, -0.03543], [-0.11862, 1.38053, 0.87477], [0.71875, 0.85130, 2.08313], [0.58578, 1.84416, 3.17025], [-0.63219, 0.10372, 0.29681], [-1.50852, 0.09275, -0.85765], [-0.89246, 0.08070, -2.15901], [1.53068, 1.60960, -0.38393], [0.23762, 2.72482, -0.67291], [1.18787, 3.08622, 0.35831], [-0.92444, 2.07378, 1.13618], [1.74071, 0.46517, 1.90841], [0.21140, -0.01200, 2.64655], [0.59618, 2.73421, 2.80739], [0.21686, -0.60954, 0.04635], [-1.91527, -0.91767, -0.85179], [-2.27883, 0.89741, -0.87258], [-0.60566, 1.00747, -2.20633], [0.62751, -6.89896, -2.52416], [0.46588, -6.02504, -2.99182], [-0.02392, -6.71546, -1.77252]],
  "nbo_charge": [-0.639, -0.070, -0.075, -0.731, -0.643, 0.071, -0.724, 0.209, 0.200, 0.213, 0.201, 0.176, 0.198, 0.455, 0.366, 0.174, 0.164, 0.454, -0.927, 0.464, 0.463],
  "smiles": "C[C@H](CO)NCO.O",
  "multiplicity": 1,
  "homo_lumo_gap_ev": 9.9,
  "mol_weight_g_mol": 123.2,
  "e_lumo_ev": 0.614
}

---

Record 4
{
  "formula": "C13H10Br2N2O4Pd",
  "method": "ωB97M-V/def2-TZVPD",
  "symbols": ["Pd", "Br", "C", "Br", "H", "H", "O", "C", "O", "C", "C", "C", "N", "C", "C", "C", "O", "O", "H", "H", "H", "C", "C", "C", "N", "C", "C", "H", "H", "H", "H", "H"],
  "xyz": [[0.53351, 1.46271, -1.39291], [-1.14649, 4.31682, -1.43770], [-0.78683, 2.69790, -2.41133], [0.54655, 0.28006, -3.57723], [-0.24526, 3.00236, -3.29350], [-1.72940, 2.18398, -2.53574], [3.71114, -2.23371, 3.40704], [3.45606, -2.62237, 2.23429], [3.82464, -3.70101, 1.67044], [2.84777, -1.60372, 1.35197], [2.75221, -1.81292, -0.02815], [2.24709, -0.84140, -0.85816], [1.66985, 0.24871, -0.32871], [1.73379, 0.53118, 0.97602], [2.32771, -0.43219, 1.87189], [1.07450, 1.79058, 1.45768], [1.17539, 2.23773, 2.59947], [0.37028, 2.31277, 0.49320], [3.22607, -2.69682, -0.46429], [2.23731, -0.91904, -1.95736], [2.31898, -0.17499, 2.93959], [-4.00106, -0.82761, 0.23024], [-3.70533, 0.50659, 0.47764], [-2.45058, 1.03193, 0.08217], [-1.51441, 0.24444, -0.46135], [-1.78531, -1.04351, -0.73562], [-3.00722, -1.62625, -0.33984], [-4.92789, -1.27544, 0.54687], [-4.37725, 1.15488, 1.07542], [-2.21507, 2.08103, 0.15772], [-1.01884, -1.58114, -1.28081], [-3.14191, -2.69152, -0.46894]],
  "nbo_charge": [0.743, -0.110, -0.709, -0.665, 0.199, 0.185, -0.756, 0.711, -0.777, -0.103, -0.214, 0.005, -0.451, 0.093, -0.174, 0.737, -0.675, -0.751, 0.236, 0.231, 0.256, -0.201, -0.268, 0.053, -0.434, 0.052, -0.269, 0.199, 0.205, 0.233, 0.216, 0.203],
  "total_charge": -2,
  "multiplicity": 1,
  "homo_lumo_gap_ev": 6.8,
  "mol_weight_g_mol": 524.5,
  "e_lumo_ev": 4.643
}

---

Asked for relative energy (zero: lowest compared OMol25 entry of this formula, charge and spin) across the records above, the calculation gives 11.0 0.0 346.0 0.0 kJ/mol in order.